[1]
The following is a DFT calculation (ωB97M-V/def2-TZVPD) of an isolated ion of composition C5H11BN and charge +1 at a distorted geometry.

Properties
Multiplicity   1
DFT total energy   -276.1865 Eh
Charge   +1
HOMO-LUMO gap (spin up / spin down)   6.6 / 10.0 eV
Molecular weight   96.0 Da
HOMO (spin up / spin down)   -11.576 / -13.945 eV
Relative energy (zero: lowest compared OMol25 entry of this formula, charge and spin)   155.30 kcal per mole

XYZ file:
```
18
Properties=species:S:1:pos:R:3:lowdin_charge:R:1
B -0.373 -1.255 -1.651 0.14
C 0.132 -1.314 0.958 -0.03
C 0.262 -0.027 1.291 -0.04
C 0.180 -1.949 -0.431 -0.17
C 1.164 1.601 -0.255 0.17
C -1.357 1.165 -0.176 0.04
N -0.043 1.221 0.507 -0.20
H -0.232 -1.622 -2.770 0.03
H 0.257 -1.924 1.738 0.08
H 0.450 0.119 2.251 0.08
H -0.057 -3.005 -0.185 0.13
H 1.196 -2.029 -0.814 0.13
H 2.001 1.719 0.266 0.05
H 0.827 2.107 -1.185 0.11
H -1.352 2.093 -0.700 0.11
H -1.133 0.179 -0.718 0.04
H -2.007 0.930 0.594 0.10
H 0.083 1.991 1.281 0.23
```

---

[2]
The following is a DFT calculation (ωB97M-V/def2-TZVPD) of one molecule with the formula C5H11BO at a distorted geometry.

Properties
Multiplicity   1
DFT total energy   -297.1550 Eh
SMILES string   C=CCCBOC
HOMO-LUMO gap   10.5 eV
Molecular weight   98.0 Da
HOMO   -9.665 eV
Relative energy (zero: lowest compared OMol25 entry of this formula, charge and spin)   27.20 kcal per mole

XYZ file:
```
18
Properties=species:S:1:pos:R:3:lowdin_charge:R:1
C -2.981 0.272 -0.181 0.00
C -1.673 0.212 0.052 -0.17
C -0.677 1.373 -0.205 -0.20
C 0.807 0.925 -0.437 -0.15
B 1.406 0.221 0.849 -0.31
O 1.996 -1.022 0.959 -0.04
C 1.877 -2.040 0.009 -0.07
H -3.577 -0.550 0.159 0.04
H -3.499 1.151 -0.555 0.06
H -1.144 -0.661 0.260 0.06
H -0.790 2.111 0.709 0.15
H -0.995 1.795 -1.145 0.09
H 1.552 1.826 -0.448 0.14
H 1.050 0.349 -1.314 0.08
H 1.339 0.810 1.824 0.08
H 2.290 -1.787 -0.851 0.04
H 0.743 -2.103 -0.139 0.12
H 2.275 -2.882 0.453 0.07
```

---

[3]
The following is a DFT calculation (ωB97M-V/def2-TZVPD) of C5H11BrClINbOSn as an isolated structure at a distorted geometry.

Properties
Multiplicity   1
DFT total energy   -3874.9657 Eh
Charge   +1
HOMO-LUMO gap   4.2 eV
Molecular weight   541.0 Da
HOMO   -11.742 eV

XYZ file:
```
22
Properties=species:S:1:pos:R:3:lowdin_charge:R:1
C 2.791 0.569 0.418 -0.13
C 1.358 0.436 -0.074 -0.42
C 0.524 -0.630 0.563 -0.73
I 1.553 -2.557 0.668 0.77
Nb -1.486 -0.904 -0.716 1.09
Br -0.161 -2.492 -2.293 -0.12
C -2.420 0.623 0.579 -0.39
C -2.152 2.001 0.160 -0.98
O -1.490 2.794 0.746 0.03
Cl -2.944 2.446 -1.356 0.64
H 2.852 0.487 1.492 0.08
H 3.422 -0.172 -0.063 0.03
H 3.182 1.527 0.111 0.09
H 0.827 1.360 0.145 0.12
H 1.344 0.313 -1.147 0.07
H 0.249 -0.361 1.577 0.03
H -0.922 0.529 -1.701 -0.06
H -2.964 -1.198 -1.695 -0.09
H -1.936 -2.229 0.508 -0.10
H -2.079 0.545 1.604 0.06
H -3.493 0.472 0.512 0.06
Sn 3.944 -3.559 -0.039 0.96
```

---

[4]
The following is a DFT calculation (ωB97M-V/def2-TZVPD) of one molecule with the formula C5H11Cl2NSi2 at a distorted geometry.

Properties
Multiplicity   1
DFT total energy   -1751.2984 Eh
SMILES string   C=C[Si@@H](Cl)N(C)[Si@@H](Cl)C=C
HOMO-LUMO gap   9.8 eV
Molecular weight   212.2 Da
HOMO   -9.247 eV

XYZ file:
```
21
Properties=species:S:1:pos:R:3:lowdin_charge:R:1
C -0.828 -2.853 2.172 -0.07
C 0.359 -2.454 2.623 -0.31
Si 1.484 -1.111 1.852 0.18
Cl 1.362 -1.523 -0.185 0.32
N 1.191 0.631 2.053 -0.39
C 1.057 1.286 3.410 -0.19
Si 0.261 1.479 0.645 0.11
Cl -0.029 3.377 1.277 0.39
C 0.971 1.571 -1.032 -0.33
C 0.157 2.182 -1.937 -0.08
H -1.202 -3.774 2.507 0.04
H -1.155 -2.334 1.286 0.04
H 0.844 -2.952 3.513 0.06
H 2.823 -1.687 2.161 -0.03
H 2.080 1.704 3.757 0.11
H 0.315 2.038 3.332 -0.01
H 0.663 0.530 4.036 0.04
H -0.992 0.849 0.728 -0.03
H 1.819 0.958 -1.471 0.06
H 0.393 2.417 -2.959 0.05
H -0.861 2.478 -1.717 0.04
```